C19H36N3O3 | ωB97M-V/def2-TZVPD

Properties
Total charge: +1
Electronic energy in Eh: -1135.31395
SMILES string: CCOCCCCCc1c[nH]c(COC)[n+]1CCCCN(C)C(C)=O

Each line ends with the Löwdin charge.
Atoms and positions in Å:
C (7.1152, -2.7321, -0.8732)  -0.069
C (6.2049, -2.2067, 0.2276)  -0.269
O (5.3969, -1.1210, -0.2098)  -0.161
C (6.0413, 0.1353, -0.1227)  -0.243
C (5.0525, 1.1953, -0.5807)  -0.163
C (4.0329, 1.5823, 0.5089)  -0.184
C (2.5587, 1.4457, 0.0835)  -0.183
C (1.6569, 0.9009, 1.2206)  -0.108
C (0.3458, 1.5910, 1.3976)  -0.167
C (-0.1322, 2.2492, 2.4880)  0.027
N (-1.3870, 2.6978, 2.1620)  0.161
C (-1.6999, 2.3332, 0.9219)  -0.162
C (-3.0023, 2.6112, 0.2409)  -0.120
O (-3.8101, 1.4712, 0.3669)  -0.174
C (-5.2016, 1.6942, 0.6119)  -0.047
N (-0.6527, 1.6550, 0.4394)  0.064
C (-0.5948, 1.0353, -0.8962)  -0.068
C (-1.4600, -0.2381, -1.0128)  -0.157
C (-2.5673, -0.1113, -2.0632)  -0.154
C (-3.8201, -1.0034, -1.8470)  -0.158
N (-3.8005, -1.7516, -0.5875)  -0.121
C (-3.0476, -3.0227, -0.7174)  -0.042
C (-5.0684, -1.9020, -0.0041)  -0.503
C (-5.1260, -2.6850, 1.2861)  0.013
O (-6.0619, -1.3779, -0.4559)  0.066
H (7.8991, -3.3735, -0.4685)  0.078
H (7.5998, -1.9107, -1.4037)  0.068
H (6.5321, -3.3037, -1.5961)  0.076
H (5.5092, -2.9898, 0.5331)  0.116
H (6.7785, -1.9080, 1.1135)  0.116
H (6.9556, 0.1633, -0.7279)  0.120
H (6.3409, 0.3201, 0.9197)  0.125
H (4.5304, 0.8079, -1.4589)  0.112
H (5.6161, 2.0685, -0.9172)  0.115
H (4.2034, 0.9315, 1.3725)  0.105
H (4.2280, 2.6003, 0.8535)  0.115
H (2.5348, 0.7315, -0.7414)  0.100
H (2.1723, 2.4088, -0.2558)  0.118
H (2.1746, 0.9509, 2.1803)  0.122
H (1.4602, -0.1626, 1.0468)  0.134
H (0.3297, 2.4285, 3.4431)  0.142
H (-2.0054, 3.2168, 2.7655)  0.185
H (-3.4574, 3.4965, 0.6956)  0.136
H (-2.8152, 2.8436, -0.8149)  0.134
H (-5.5411, 0.9243, 1.3033)  0.091
H (-5.3691, 2.6729, 1.0674)  0.089
H (-5.7672, 1.6015, -0.3155)  0.097
H (-0.9262, 1.7947, -1.6073)  0.133
H (0.4525, 0.8381, -1.0944)  0.105
H (-0.7887, -1.0551, -1.2827)  0.113
H (-1.8930, -0.4562, -0.0372)  0.111
H (-2.1502, -0.3189, -3.0512)  0.117
H (-2.9031, 0.9283, -2.0950)  0.090
H (-4.7063, -0.3803, -1.8773)  0.107
H (-3.9218, -1.7055, -2.6818)  0.128
H (-3.7001, -3.8451, -1.0150)  0.105
H (-2.5353, -3.2648, 0.2125)  0.084
H (-2.2862, -2.8848, -1.4826)  0.085
H (-4.1916, -3.1680, 1.5564)  0.065
H (-5.4254, -2.0061, 2.0844)  0.088
H (-5.9067, -3.4411, 1.1924)  0.097

C2H5N5O | ωB97M-V/def2-TZVPD

Properties
Total charge: 0
Electronic energy in Eh: -428.02918

Each line ends with the Löwdin charge.
Atoms and positions in Å:
C (2.7222, -2.8959, -0.7028)  0.113
C (-1.7690, 1.7080, 1.9558)  -0.315
N (2.1350, -2.2415, 0.0345)  -0.240
N (1.2723, -1.6525, 0.6580)  0.035
N (-0.5734, 1.4839, 2.0262)  0.097
N (0.5002, 2.0398, -0.0161)  0.037
N (0.6175, 1.5827, 1.2573)  -0.118
O (-2.9258, 1.9530, 2.0756)  0.110
H (3.6508, -3.2571, -1.0670)  0.061
H (1.0628, -2.2251, 1.5127)  0.096
H (0.3678, 2.9642, 0.0859)  0.035
H (-0.2873, 1.7011, -0.4809)  0.063
H (0.8835, 0.6595, 1.2331)  0.026

Calculated values (hartree) of gap between HOMO and LUMO for the records, taken in order: 0.342, 0.362.